# 1
Entry from the Open Molecules 2025 dataset: a cluster of 2 separate species, CH5N5 in total at a distorted geometry (ωB97M-V/def2-TZVPD).

```
11
Properties=species:S:1:pos:R:3:lowdin_charge:R:1
C 0.282 -1.178 -1.116 -0.4719
N 1.271 -1.700 -0.667 0.1325
N 0.726 1.017 0.955 0.0208
N -1.510 1.032 1.251 0.0362
N -0.452 -0.597 -1.887 0.1234
N -0.463 0.655 0.550 -0.2438
H 1.565 0.871 0.311 0.1319
H 0.705 1.873 1.542 0.1077
H -2.358 0.685 0.798 0.0236
H 1.317 -2.695 -0.366 0.0925
H -1.083 0.036 -1.370 0.0470
```

- 2S+1: 1
- E_LUMO: 0.85 eV
- Frontier orbital gap: 10.443 eV
- E_tot: -8565.654 eV
- SMILES: [H]/N=N/N.N=C=N
- HOMO energy: -9.59 eV

***

# 2
Entry from the Open Molecules 2025 dataset: the molecule C4H6N2O (ωB97M-V/def2-TZVPD).

```
13
Properties=species:S:1:pos:R:3:lowdin_charge:R:1
N -0.659 -0.748 1.644 0.1407
C -0.753 0.184 0.628 -0.4821
C 0.563 0.473 -0.043 -0.2819
O 1.371 1.172 0.737 0.1309
C 0.885 0.054 -1.312 -0.2178
C -0.016 -0.836 -1.931 0.0736
N -1.739 0.910 0.292 0.1610
H -1.539 -1.072 2.021 0.1004
H 0.021 -1.485 1.518 0.1013
H 2.207 1.330 0.268 0.1328
H 1.840 0.428 -1.714 0.0968
H 0.392 -1.076 -2.935 -0.0127
H -2.573 0.665 0.828 0.0570
```

- 2S+1: 1
- E_LUMO: -0.28 eV
- Frontier orbital gap: 7.778 eV
- E_tot: -9268.909 eV
- HOMO energy: -8.06 eV

***

# 3
Entry from the Open Molecules 2025 dataset: a cluster of 14 separate species, C84H210N11O34P3 in total at a distorted geometry (ωB97M-V/def2-TZVPD).

```
342
Properties=species:S:1:pos:R:3:lowdin_charge:R:1
C 3.495 4.794 5.909 -0.0555
O 3.283 4.171 4.613 -0.2355
C 2.851 2.841 4.643 -0.2201
C 1.290 2.753 4.703 -0.1764
N 0.465 3.580 3.821 -0.0470
C 0.355 3.105 2.474 -0.2168
C -0.339 4.081 1.521 -0.1869
O 0.280 5.368 1.391 -0.1934
C 1.516 5.388 0.624 -0.0725
H 4.172 4.202 6.525 0.0837
H 2.591 4.913 6.505 0.0854
H 3.907 5.789 5.742 0.0929
H 3.309 2.176 5.376 0.1191
H 3.125 2.420 3.675 0.1106
H 1.018 3.011 5.726 0.1050
H 0.943 1.725 4.593 0.0969
H 0.863 4.504 3.732 0.1051
H -0.256 2.204 2.520 0.1091
H 1.349 2.806 2.140 0.1083
H -1.250 4.378 2.041 0.1121
H -0.612 3.651 0.557 0.0984
H 1.872 6.409 0.486 0.0897
H 1.355 5.050 -0.400 0.0731
H 2.285 4.833 1.163 0.0620
C -4.914 10.923 -3.727 -0.1066
O -6.021 10.730 -2.852 -0.2133
C -5.700 10.790 -1.435 -0.2046
C -4.714 9.820 -0.827 -0.2082
N -5.236 8.448 -1.028 -0.0522
C -4.495 7.545 -0.196 -0.2415
C -4.758 6.134 -0.576 -0.2311
O -4.193 5.280 0.405 -0.1754
C -3.901 3.957 -0.070 -0.0866
H -5.158 10.613 -4.743 0.0883
H -4.116 10.245 -3.425 0.0713
H -4.557 11.945 -3.599 0.0844
H -6.716 10.774 -1.041 0.1235
H -5.333 11.812 -1.346 0.1127
H -4.606 9.967 0.248 0.1132
H -3.704 10.022 -1.184 0.1135
H -6.230 8.444 -0.848 0.1163
H -4.735 7.795 0.837 0.1234
H -3.417 7.707 -0.216 0.1268
H -4.394 5.919 -1.581 0.1158
H -5.822 5.952 -0.725 0.1222
H -3.286 3.936 -0.970 0.0598
H -4.792 3.372 -0.297 0.0801
H -3.321 3.402 0.667 0.0600
C 7.522 -2.775 -3.322 -0.1149
O 8.360 -3.811 -3.778 -0.1907
C 9.478 -4.187 -2.974 -0.1861
C 9.099 -4.622 -1.557 -0.2115
N 8.782 -3.657 -0.499 -0.0759
C 8.222 -4.197 0.723 -0.1897
C 7.690 -3.063 1.662 -0.1811
O 6.848 -2.151 0.943 -0.2230
C 6.050 -1.377 1.838 -0.0827
H 6.845 -2.410 -4.094 0.0803
H 8.189 -1.983 -2.981 0.0950
H 6.923 -2.982 -2.435 0.0616
H 10.123 -3.324 -2.813 0.1192
H 10.056 -4.955 -3.489 0.1234
H 9.965 -5.148 -1.155 0.1132
H 8.317 -5.380 -1.558 0.1111
H 8.157 -2.951 -0.861 0.0691
H 9.049 -4.703 1.222 0.1164
H 7.496 -4.966 0.459 0.1013
H 8.478 -2.426 2.063 0.1230
H 7.160 -3.505 2.506 0.0995
H 6.739 -0.800 2.455 0.0890
H 5.380 -2.001 2.428 0.0862
H 5.543 -0.595 1.272 0.0755
C -3.888 -5.171 0.623 -0.0962
O -2.638 -4.473 0.712 -0.1956
C -2.423 -3.951 2.011 -0.2288
C -1.020 -3.318 2.162 -0.1527
N 0.183 -4.241 2.403 -0.0261
C 0.791 -4.638 1.152 -0.2165
C 2.134 -5.401 1.356 -0.1791
O 3.202 -4.625 1.934 -0.2128
C 4.417 -5.319 1.816 -0.1251
H -3.832 -5.890 -0.194 0.0882
H -4.683 -4.455 0.414 0.0769
H -4.159 -5.794 1.475 0.0833
H -2.583 -4.730 2.756 0.1171
H -3.130 -3.139 2.181 0.1056
H -1.107 -2.652 3.021 0.1068
H -0.972 -2.692 1.271 0.0931
H -0.057 -5.115 2.849 0.1032
H 0.874 -3.763 0.507 0.0855
H 0.163 -5.331 0.593 0.1146
H 2.462 -5.494 0.321 0.1093
H 2.005 -6.376 1.825 0.1226
H 5.220 -4.610 2.017 0.0659
H 4.623 -5.676 0.807 0.0856
H 4.439 -6.156 2.514 0.0843
C -0.287 -3.060 -8.862 -0.0840
O -1.283 -2.770 -7.861 -0.2309
C -0.829 -3.090 -6.593 -0.2004
C -2.088 -3.100 -5.605 -0.1616
N -2.320 -1.802 -5.009 -0.0334
C -2.633 -0.754 -5.956 -0.2339
C -3.983 -0.686 -6.630 -0.1452
O -4.843 -0.917 -5.474 -0.2398
C -6.166 -1.294 -5.792 -0.1040
H -0.770 -3.051 -9.839 0.0821
H 0.222 -4.020 -8.780 0.0793
H 0.445 -2.263 -8.995 0.0773
H -0.036 -2.407 -6.287 0.1148
H -0.537 -4.139 -6.649 0.1195
H -1.837 -3.810 -4.817 0.1032
H -2.989 -3.550 -6.021 0.0883
H -3.205 -1.847 -4.525 0.0655
H -1.897 -0.724 -6.760 0.1150
H -2.468 0.163 -5.389 0.0782
H -3.971 -1.583 -7.248 0.1141
H -4.050 0.215 -7.239 0.1326
H -6.155 -2.305 -6.200 0.0646
H -6.695 -0.638 -6.483 0.0903
H -6.714 -1.399 -4.855 0.0840
C -9.949 2.909 4.108 -0.0834
O -8.606 3.390 3.880 -0.1798
C -7.751 2.360 3.466 -0.2601
C -6.351 2.765 3.022 -0.2092
N -5.557 3.401 4.058 -0.0403
C -4.289 4.027 3.627 -0.1815
C -3.356 4.444 4.771 -0.2049
O -3.914 5.574 5.463 -0.1941
C -3.063 5.897 6.579 -0.1028
H -10.643 3.721 4.326 0.0874
H -9.970 2.094 4.831 0.0766
H -10.355 2.531 3.169 0.0789
H -8.221 1.832 2.637 0.1192
H -7.623 1.658 4.290 0.1038
H -6.544 3.419 2.172 0.1141
H -5.966 1.828 2.620 0.1098
H -6.041 4.003 4.709 0.1136
H -4.574 4.769 2.880 0.1073
H -3.726 3.359 2.975 0.0930
H -2.384 4.721 4.364 0.1010
H -3.197 3.640 5.490 0.1100
H -3.104 5.236 7.445 0.0786
H -3.499 6.838 6.914 0.0860
H -2.044 5.969 6.198 0.0827
C -4.054 -2.127 -1.132 -0.0877
O -4.245 -3.345 -1.870 -0.2196
C -5.319 -3.261 -2.822 -0.1623
C -5.805 -4.615 -3.506 -0.1511
N -5.753 -4.506 -4.952 -0.0727
C -5.760 -5.743 -5.593 -0.2259
C -5.620 -5.463 -7.112 -0.2216
O -4.293 -5.030 -7.296 -0.2203
C -3.927 -4.647 -8.644 -0.0703
H -3.840 -1.348 -1.864 0.0782
H -3.216 -2.128 -0.435 0.0515
H -4.966 -2.024 -0.544 0.0963
H -4.971 -2.503 -3.523 0.0861
H -6.212 -2.846 -2.354 0.1122
H -6.773 -4.999 -3.183 0.1157
H -5.107 -5.368 -3.140 0.1062
H -4.925 -3.996 -5.227 0.0878
H -6.597 -6.441 -5.562 0.1243
H -4.884 -6.336 -5.330 0.1213
H -6.286 -4.714 -7.541 0.1145
H -5.852 -6.293 -7.779 0.1141
H -3.934 -5.409 -9.424 0.0879
H -2.931 -4.217 -8.533 0.0646
H -4.505 -3.799 -9.011 0.0842
C -12.055 2.186 7.837 -0.1210
O -10.813 1.605 7.502 -0.2067
C -9.692 2.118 8.230 -0.1971
C -8.454 1.260 7.846 -0.1872
N -7.337 1.571 8.736 -0.0729
C -6.118 0.837 8.515 -0.2280
C -5.484 1.075 7.158 -0.1600
O -4.723 -0.099 6.645 -0.1765
C -4.180 0.026 5.380 -0.1598
H -12.595 1.743 8.673 0.0892
H -12.665 1.894 6.982 0.0800
H -12.078 3.264 7.674 0.0893
H -9.893 2.142 9.301 0.1197
H -9.467 3.147 7.949 0.1169
H -8.206 1.441 6.801 0.0870
H -8.646 0.190 7.929 0.1274
H -7.182 2.569 8.758 0.1101
H -6.291 -0.208 8.770 0.1205
H -5.339 1.053 9.246 0.1150
H -4.906 1.992 7.270 0.1166
H -6.274 1.267 6.432 0.0865
H -4.960 -0.141 4.636 0.0833
H -3.409 -0.731 5.240 0.0768
H -3.579 0.902 5.136 0.0732
C 5.977 8.412 2.604 -0.1176
O 5.657 7.788 1.367 -0.1808
C 6.313 6.505 1.259 -0.1889
C 5.488 5.278 1.776 -0.1838
N 5.368 5.198 3.235 -0.0436
C 6.591 4.940 3.949 -0.1887
C 7.398 3.659 3.392 -0.1927
O 6.717 2.402 3.412 -0.1938
C 6.351 2.133 4.774 -0.0950
H 5.493 9.388 2.597 0.0872
H 7.033 8.680 2.588 0.0763
H 5.862 7.779 3.484 0.0707
H 7.339 6.460 1.623 0.1128
H 6.262 6.378 0.177 0.1172
H 5.729 4.349 1.259 0.0777
H 4.491 5.569 1.445 0.1015
H 4.558 4.721 3.602 0.0557
H 6.446 4.747 5.012 0.0954
H 7.188 5.851 3.988 0.1004
H 8.422 3.561 3.752 0.1139
H 7.514 3.835 2.323 0.0974
H 7.200 2.133 5.458 0.0962
H 5.962 1.132 4.588 0.0844
H 5.538 2.766 5.130 0.0510
C 2.348 -4.753 5.217 -0.0561
O 3.542 -4.732 6.084 -0.1832
C 4.715 -5.263 5.528 -0.2571
C 5.582 -5.667 6.664 -0.2069
N 4.982 -6.826 7.358 -0.0346
C 5.349 -8.087 6.710 -0.2191
C 4.299 -9.153 7.130 -0.2137
O 3.110 -8.767 6.449 -0.1983
C 1.969 -9.541 6.787 -0.1071
H 2.277 -5.613 4.551 0.0720
H 2.446 -3.934 4.503 0.0517
H 1.389 -4.637 5.721 0.0857
H 5.189 -4.513 4.894 0.1218
H 4.462 -6.198 5.030 0.1075
H 5.828 -4.812 7.294 0.1153
H 6.592 -5.919 6.341 0.1155
H 4.006 -6.724 7.119 0.0794
H 6.351 -8.342 7.053 0.1142
H 5.402 -8.157 5.624 0.1087
H 4.350 -9.228 8.217 0.1222
H 4.536 -10.152 6.765 0.1152
H 1.673 -9.413 7.829 0.0829
H 2.145 -10.616 6.733 0.0820
H 1.090 -9.239 6.217 0.0862
C -5.865 3.822 -3.613 -0.0625
O -5.728 2.925 -2.483 -0.2422
C -5.552 1.549 -2.880 -0.1438
C -4.085 1.341 -3.497 -0.2063
N -3.047 1.980 -2.691 -0.0368
C -1.796 2.112 -3.450 -0.1811
C -0.875 3.246 -2.838 -0.1894
O -1.605 4.467 -2.934 -0.1996
C -0.917 5.583 -2.283 -0.0605
H -4.970 3.750 -4.232 0.0816
H -6.093 4.788 -3.161 0.0870
H -6.645 3.452 -4.278 0.0833
H -6.330 1.189 -3.553 0.1103
H -5.571 0.987 -1.946 0.1106
H -3.986 1.648 -4.538 0.0949
H -3.846 0.279 -3.564 0.0769
H -3.447 2.893 -2.528 0.0554
H -1.924 2.303 -4.516 0.1048
H -1.375 1.109 -3.375 0.1014
H 0.077 3.203 -3.367 0.1083
H -0.642 2.998 -1.803 0.0927
H -0.018 5.934 -2.789 0.0895
H -0.781 5.429 -1.213 0.0669
H -1.647 6.389 -2.359 0.0806
C 3.823 0.022 -9.249 -0.0635
C 3.840 -1.016 -8.101 -0.2951
O 4.408 -2.154 -8.667 -0.1802
P 4.149 -3.568 -7.898 0.5226
O 2.798 -4.198 -8.052 -0.2524
O 5.326 -4.512 -8.480 -0.1864
C 6.693 -4.377 -8.002 -0.2420
C 7.380 -5.755 -8.113 -0.0644
O 4.610 -3.272 -6.330 -0.2306
C 4.156 -4.148 -5.259 -0.2241
C 2.920 -3.606 -4.516 -0.0559
H 4.796 0.065 -9.738 0.0732
H 3.199 -0.323 -10.074 0.0715
H 3.492 1.038 -9.034 0.0717
H 4.455 -0.660 -7.274 0.1215
H 2.786 -1.165 -7.867 0.1014
H 7.189 -3.667 -8.664 0.1138
H 6.790 -3.944 -7.006 0.1069
H 7.378 -6.245 -9.087 0.0753
H 8.371 -5.699 -7.663 0.0748
H 6.826 -6.447 -7.478 0.0700
H 3.923 -5.133 -5.663 0.1148
H 5.064 -4.154 -4.655 0.1061
H 3.087 -2.568 -4.228 0.0559
H 2.015 -3.617 -5.123 0.0652
H 2.750 -4.111 -3.565 0.0715
C 2.583 -0.766 3.706 -0.0286
C 2.192 -1.240 2.290 -0.2225
O 2.210 -0.176 1.289 -0.2120
P 1.032 -0.096 0.129 0.5224
O 1.193 1.003 -0.846 -0.2265
O 1.034 -1.573 -0.555 -0.2129
C 0.577 -1.709 -1.877 -0.2691
C -0.395 -2.885 -1.913 -0.0292
O -0.373 -0.014 0.971 -0.2095
C -1.677 0.392 0.440 -0.2331
C -2.807 0.134 1.435 -0.0486
H 2.702 -1.622 4.372 0.0689
H 3.489 -0.171 3.595 0.0670
H 1.794 -0.215 4.217 0.0605
H 2.905 -1.917 1.819 0.0980
H 1.226 -1.743 2.324 0.0899
H 0.057 -0.818 -2.226 0.1038
H 1.490 -1.869 -2.450 0.0981
H 0.058 -3.856 -1.713 0.0786
H -1.292 -2.684 -1.326 0.0600
H -0.767 -2.951 -2.935 0.0575
H -1.712 1.460 0.227 0.0892
H -1.896 -0.024 -0.544 0.0994
H -2.481 0.452 2.425 0.0711
H -3.667 0.767 1.213 0.0766
H -2.971 -0.936 1.558 0.0494
C 4.290 -2.764 -1.046 -0.0487
C 4.603 -1.324 -1.148 -0.2661
O 3.945 -0.742 -2.306 -0.2153
P 4.712 0.392 -3.204 0.5577
O 6.128 0.133 -3.545 -0.2366
O 3.663 0.658 -4.452 -0.2052
C 2.301 0.971 -4.113 -0.2538
C 1.576 0.796 -5.450 -0.0432
O 4.501 1.788 -2.279 -0.2196
C 5.400 2.119 -1.152 -0.2048
C 4.436 2.456 -0.014 -0.0764
H 3.240 -3.012 -0.892 0.0759
H 4.572 -3.207 -2.002 0.0691
H 4.929 -3.246 -0.306 0.0710
H 4.155 -0.765 -0.326 0.0904
H 5.671 -1.123 -1.222 0.1054
H 1.992 0.345 -3.276 0.0809
H 2.342 2.007 -3.777 0.1114
H 0.520 1.042 -5.340 0.0611
H 2.051 1.381 -6.237 0.0811
H 1.553 -0.236 -5.802 0.0584
H 5.950 1.242 -0.811 0.1005
H 6.079 2.947 -1.358 0.1168
H 3.701 1.655 0.065 0.0478
H 4.923 2.417 0.961 0.0619
H 3.882 3.393 -0.052 0.0676
```

- 2S+1: 1
- E_LUMO: 0.41 eV
- Frontier orbital gap: 8.616 eV
- E_tot: -204373.949 eV
- HOMO energy: -8.21 eV

***

# 4
Entry from the Open Molecules 2025 dataset: the molecule C4HF8NS at a distorted geometry (ωB97M-V/def2-TZVPD).

```
15
Properties=species:S:1:pos:R:3:lowdin_charge:R:1
C 0.052 -0.373 1.200 -0.4030
C -0.862 -0.736 -0.020 -0.4614
C 1.581 0.010 0.930 -0.7206
C -0.924 0.332 -1.060 -0.3560
N 0.048 1.349 -1.035 -0.0611
F -0.140 -1.541 1.872 0.1400
F -0.585 0.529 1.916 0.1755
F -0.483 -1.778 -0.751 0.1703
F -2.043 -1.113 0.361 0.2085
F 2.175 -0.938 0.183 0.0895
F 2.126 -0.072 2.142 0.1015
F -2.194 0.873 -1.287 0.0712
F -0.767 0.072 -2.588 -0.0681
S 1.732 1.701 0.130 1.0106
H 0.286 1.684 -1.992 0.1030
```

- 2S+1: 1
- E_LUMO: -1.96 eV
- Frontier orbital gap: 8.616 eV
- E_tot: -38225.771 eV
- SMILES: FC1(F)NSC(F)(F)C(F)(F)C1(F)F
- HOMO energy: -10.57 eV